Density functional theory data (ωB97M-V/def2-TZVPD) for one molecule with the formula C5H7Cl at a distorted geometry.

Structure (SMILES)   C=C[C@@H]1C[C@H]1Cl
Relative energy (zero: lowest compared OMol25 entry of this formula, charge and spin)   301.3 kJ/mol
Total energy   -17817.3562 eV
LUMO level   1.0911 eV
Max |F|   6.8 eV/Å
Highest occupied orbital energy   -0.34561 hartree

Structure (XYZ):
```
13
Properties=species:S:1:pos:R:3:forces:R:3:nbo_charge:R:1
Cl 2.897 -0.581 -0.108 -0.39 -0.30 -0.59 -0.090
C 0.356 -0.001 0.616 -3.91 -0.23 3.56 -0.332
C 1.167 -0.151 -0.476 4.88 1.79 -1.99 -0.155
C 0.871 1.320 -0.030 -3.09 -0.29 -1.29 -0.429
C -1.933 -0.425 -0.421 1.29 -0.96 2.68 -0.454
C -0.833 -0.827 0.370 -4.86 3.18 -3.46 -0.142
H 0.743 -0.638 -1.346 0.44 0.39 -0.12 0.257
H 0.594 -0.243 1.649 1.13 0.55 -0.17 0.243
H 0.269 2.233 -0.550 1.25 -2.94 1.00 0.242
H 1.481 1.648 0.761 1.36 0.66 0.15 0.231
H -2.106 0.713 -0.457 0.14 -2.06 -0.70 0.213
H -0.779 -1.812 0.693 0.34 -1.82 0.40 0.199
H -2.727 -1.236 -0.701 1.41 2.03 0.52 0.217
```
Positions in Å, forces in eV/Å.